# C20H23FN4O3S

One molecule with the formula C20H23FN4O3S in a non-equilibrium geometry (ωB97M-V with the def2-TZVPD basis set, OMol25).

Each line ends with the natural charge from an NBO analysis.
Cartesian coordinates (Å):
O 2.25448 -2.92798 1.75075  -0.612
C 1.91967 -1.78693 1.49070  0.690
C 2.74252 -0.88078 0.60113  -0.480
C 2.50554 -1.22988 -0.88326  -0.492
C 1.31301 -0.43240 -1.35818  0.709
O 1.44362 0.70935 -1.76451  -0.634
N 0.05793 -0.94424 -1.19038  -0.459
C -0.99920 0.04845 -1.30793  -0.295
C -0.64541 1.23523 -0.40020  0.724
O -0.21719 1.05922 0.72908  -0.683
N -0.88965 2.44206 -0.91891  -0.590
C -0.45352 3.66667 -0.27349  -0.063
C 0.85868 4.16868 -0.90145  -0.421
C 0.41156 5.19413 -1.93876  -0.403
C -0.73602 5.91056 -1.23137  -0.403
C -1.48235 4.79203 -0.49444  -0.413
C -0.27482 -2.28758 -0.93048  0.156
C -1.19975 -2.60990 0.05878  -0.205
C -1.51406 -3.93200 0.31574  -0.185
C -0.92913 -4.95358 -0.41105  -0.288
C -0.04394 -4.61419 -1.41735  0.418
F 0.50620 -5.58805 -2.16739  -0.321
C 0.28493 -3.30260 -1.70125  -0.316
N 0.77294 -1.25032 1.98117  -0.648
C -0.05103 -1.98430 2.79117  0.225
N -1.18339 -1.55569 3.23713  -0.491
C -1.78840 -2.49488 4.00550  -0.053
C -1.10991 -3.65983 4.14313  -0.492
S 0.37952 -3.60982 3.26535  0.456
H 2.50475 0.16753 0.78408  0.233
H 3.79204 -1.06035 0.83829  0.245
H 3.36492 -0.90200 -1.46942  0.243
H 2.38818 -2.30584 -0.98109  0.240
H -1.08268 0.37606 -2.34982  0.210
H -1.94448 -0.39053 -0.99007  0.240
H -1.09050 2.51640 -1.90432  0.394
H -0.32519 3.41646 0.78117  0.238
H 1.42756 3.34275 -1.32598  0.239
H 1.46700 4.65420 -0.13864  0.207
H 1.21250 5.87227 -2.22700  0.217
H 0.04881 4.69293 -2.83781  0.189
H -1.38288 6.45211 -1.91974  0.212
H -0.33041 6.62389 -0.51311  0.199
H -1.90210 5.14056 0.44701  0.221
H -2.30500 4.41523 -1.10369  0.204
H -1.65376 -1.83042 0.65059  0.229
H -2.21571 -4.16601 1.10131  0.229
H -1.15209 -5.98943 -0.21565  0.233
H 0.95475 -3.08397 -2.51823  0.235
H 0.42435 -0.33546 1.67080  0.471
H -2.74143 -2.25784 4.44282  0.206
H -1.39145 -4.53000 4.69927  0.235

- 2S+1: 1
- Total charge: 0
- HOMO energy: -8.29 eV
- HOMO-LUMO gap: 0.3269 Ha
- Energy above the lowest of the compared OMol25 structures with the same formula, charge and spin: 0.000 eV
- Structure (SMILES): O=C(CCC(=O)N(CC(=O)NC1CCCC1)c1cccc(F)c1)Nc1nccs1
- Lowest unoccupied orbital energy: 0.02216 Eh

---

# C20H14N5O10

A 2-piece molecular cluster, C20H14N5O10 overall in a non-equilibrium geometry (ωB97M-V with the def2-TZVPD basis set, OMol25).

Each line ends with the natural charge from an NBO analysis.
Cartesian coordinates (Å):
N -1.30948 -4.47879 2.50765  -0.280
C -0.99570 -3.35980 2.49907  0.273
C -0.56849 -2.03332 2.49388  -0.186
C 0.77191 -1.73672 2.49346  -0.091
C 1.25167 -0.41412 2.50601  0.029
N 2.68284 -0.18449 2.55433  0.519
O 3.43809 -1.07366 2.14555  -0.367
O 3.09982 0.87754 3.02810  -0.346
C 0.38170 0.64982 2.51003  -0.093
C -0.97502 0.36424 2.49461  0.046
N -2.13572 1.10951 2.46359  0.395
O -2.11795 2.36412 2.43379  -0.381
O -3.25134 0.35090 2.46356  -0.063
N -2.82278 -0.90014 2.47796  -0.131
C -1.47552 -0.93218 2.49175  0.118
H 1.48852 -2.54368 2.49330  0.262
H 0.75134 1.66206 2.52704  0.291
C 3.60868 4.70848 -2.01578  -0.666
C 3.43722 4.74511 -0.49273  0.541
C 4.62196 5.47700 0.14937  -0.626
O 2.24038 5.50088 -0.18708  -0.541
C 1.05766 4.84076 -0.42455  0.751
O -0.01601 5.42179 -0.57809  -0.694
C 1.07837 3.41933 -0.51041  -0.486
C -0.14157 2.69272 -0.93499  -0.436
C -0.28126 2.64146 -2.42808  0.074
C 0.30186 1.61818 -3.16210  -0.222
C 0.17415 1.58145 -4.53336  -0.203
C -0.52432 2.57327 -5.19143  0.039
N -0.67292 2.52766 -6.64545  0.515
O -1.30031 3.43411 -7.20334  -0.401
O -0.16574 1.58473 -7.26187  -0.402
C -1.08551 3.60846 -4.47213  -0.200
C -0.95892 3.64696 -3.10147  -0.217
C 2.26041 2.68793 -0.19796  0.750
O 2.17951 1.46158 -0.12532  -0.732
O 3.42998 3.38313 0.00384  -0.538
H 2.77032 4.18672 -2.47092  0.236
H 3.63971 5.71779 -2.42294  0.211
H 4.52305 4.18432 -2.28803  0.210
H 4.48596 5.49934 1.22809  0.222
H 5.55853 4.96706 -0.07068  0.215
H 4.68016 6.50306 -0.21123  0.215
H -0.11053 1.67517 -0.53072  0.217
H -1.01857 3.17961 -0.49310  0.229
H 0.86095 0.85486 -2.64622  0.232
H 0.60677 0.78436 -5.11620  0.234
H -1.62160 4.37565 -5.00693  0.235
H -1.37414 4.46533 -2.53557  0.245

- 2S+1: 1
- Total charge: -1
- HOMO energy: -4.35 eV
- HOMO-LUMO gap: 0.1555 Ha
- Lowest unoccupied orbital energy: -0.00434 Eh

---

# C18H20ClNO2S

One molecule with the formula C18H20ClNO2S in a non-equilibrium geometry (ωB97M-V with the def2-TZVPD basis set, OMol25).

Each line ends with the natural charge from an NBO analysis.
Cartesian coordinates (Å):
C -0.82762 4.47581 2.65056  -0.649
C -0.75946 4.05308 1.22851  -0.114
C -0.38154 2.77897 0.85378  -0.253
C -0.55708 2.51475 -0.59342  -0.246
C -0.35435 1.07232 -1.09776  0.560
O -0.76949 0.84846 -2.26495  -0.610
C 0.01707 -0.13317 -0.38336  -0.161
C -0.61177 -1.38212 -0.64288  -0.164
C -0.08276 -2.53106 -0.04376  -0.166
C 1.01287 -2.51051 0.87542  0.000
C 1.56157 -3.86627 1.37472  -0.046
C 2.59269 -3.58772 2.45087  -0.616
C 0.37179 -4.82310 1.89321  -0.601
C 2.22797 -4.58784 0.17402  -0.600
C 1.58516 -1.26431 1.17423  -0.234
C 1.17455 -0.10018 0.45694  -0.164
C -0.99899 3.59719 -1.28414  0.104
N -1.34420 3.50019 -2.59760  -0.643
C -2.29334 4.27009 -3.28396  0.659
O -2.73928 5.30199 -2.80762  -0.569
C -2.94591 3.69847 -4.47807  -0.456
Cl -1.98274 3.39908 -5.93496  -0.030
S -1.13816 5.07732 -0.29689  0.378
H -0.51202 3.62016 3.28675  0.234
H -1.93102 4.80678 2.74208  0.228
H -0.17054 5.30589 2.68728  0.223
H -0.03319 1.99081 1.51196  0.225
H -1.36179 -1.50250 -1.46172  0.240
H -0.56902 -3.46923 -0.28344  0.208
H 2.24475 -2.82745 3.15554  0.214
H 3.52553 -3.23992 1.99404  0.212
H 2.80532 -4.56205 3.01689  0.213
H -0.09403 -5.33166 1.00263  0.203
H 0.74305 -5.63208 2.39547  0.208
H -0.33394 -4.18649 2.42253  0.217
H 2.64625 -5.53230 0.43590  0.210
H 1.56632 -4.76592 -0.61654  0.207
H 2.92636 -3.89387 -0.22637  0.208
H 2.48175 -1.06576 1.77100  0.223
H 1.65955 0.82270 0.61497  0.214
H -1.25012 2.48587 -2.98188  0.460
H -3.51312 2.84276 -3.99682  0.237
H -3.58710 4.33283 -4.89319  0.235

- 2S+1: 1
- Total charge: 0
- HOMO energy: -8.12 eV
- HOMO-LUMO gap: 0.2889 Ha
- Energy above the lowest of the compared OMol25 structures with the same formula, charge and spin: 2.480 eV
- Structure (SMILES): Cc1cc(C(=O)c2ccc(C(C)(C)C)cc2)c(NC(=O)CCl)s1
- Lowest unoccupied orbital energy: -0.00947 Eh

---

# C35H46Cl2FeGe2N3O2S3

C35H46Cl2FeGe2N3O2S3 as an isolated structure in a non-equilibrium geometry (ωB97M-V with the def2-TZVPD basis set, OMol25).

Each line ends with the Mulliken charge.
Cartesian coordinates (Å):
Fe 0.91180 0.18679 -0.52939  -0.990
Cl -0.40185 2.37365 -0.53436  -0.218
C -1.30433 2.37332 -2.03116  0.925
C -2.24101 3.37123 -2.22487  -0.790
C -2.94001 3.37464 -3.41803  -0.685
C -2.69189 2.39575 -4.37205  -0.665
C -1.74872 1.41003 -4.13446  0.173
Cl -1.48025 0.20186 -5.34420  -0.164
C -1.01936 1.36987 -2.93977  -0.468
S 0.17274 0.12324 -2.63499  0.121
H -2.41656 4.12516 -1.46772  0.519
H -3.68041 4.14063 -3.60623  0.443
H -3.23357 2.39066 -5.30865  0.485
C -0.99825 -4.04123 -0.42018  -1.511
C -0.36416 -2.73795 -0.93000  0.007
Ge -1.24649 -1.13700 -0.17946  0.965
C -2.78443 -0.72465 -1.31576  0.005
C -4.01875 -1.53663 -0.89722  -1.294
C -2.02499 -1.60638 1.55266  -0.470
C -2.31393 -0.68770 2.49099  0.381
Ge -1.59519 1.07013 2.20038  -0.595
C 0.10938 1.53707 2.99070  0.338
C -0.09773 2.37117 4.26683  -1.391
C -2.78958 2.58247 2.09110  -0.485
C -3.72562 2.69997 3.30445  -1.367
C -3.18254 -0.91725 3.67329  0.277
C -3.02383 -0.17641 4.84155  0.496
C -3.81728 -0.41246 5.95456  -1.018
C -4.78705 -1.40170 5.90539  -0.445
C -4.96843 -2.13838 4.74208  -0.864
C -4.17921 -1.89329 3.62940  -0.469
H -0.47147 -4.90332 -0.83339  0.439
H -2.04523 -4.12811 -0.71455  0.315
H -0.95310 -4.12772 0.66699  0.234
H -0.48089 -2.63882 -2.01037  0.506
H 0.70301 -2.71804 -0.72040  0.061
H -2.47176 -0.97104 -2.33235  0.475
H -3.02117 0.34319 -1.30828  0.106
H -3.80556 -2.60448 -0.82336  0.204
H -4.81485 -1.41520 -1.63321  0.437
H -4.41107 -1.20644 0.06612  0.306
H -2.37363 -2.62864 1.70865  0.647
H 0.69260 2.10651 2.26271  0.259
H 0.65145 0.61378 3.18758  0.212
H -0.62448 3.30603 4.07110  0.302
H 0.87556 2.62433 4.68749  0.463
H -0.64260 1.82896 5.03780  0.315
H -3.36952 2.50866 1.16758  0.535
H -2.14040 3.45369 1.99965  0.501
H -4.42285 1.86605 3.36585  0.380
H -4.30740 3.61687 3.20357  0.443
H -3.18415 2.76012 4.24771  0.293
H -2.25421 0.58500 4.89146  0.107
H -3.67895 0.17054 6.85575  0.437
H -5.40641 -1.59577 6.77138  0.422
H -5.73393 -2.90253 4.69952  0.424
H -4.34408 -2.45214 2.71574  0.396
C 1.10600 -2.44349 2.23648  -1.073
C 2.25122 -1.58421 1.82734  0.143
N 2.18705 -0.45746 1.14528  0.751
C 3.45504 0.09058 0.99895  -0.689
C 4.45838 -0.62436 1.54687  -0.491
S 3.83200 -2.01906 2.28679  -0.227
C 3.59903 1.30526 0.21140  -0.806
C 4.67801 2.11855 0.13567  -0.106
S 4.40660 3.30934 -1.05018  -0.171
C 2.85780 2.67535 -1.37787  0.152
N 2.55618 1.63916 -0.62548  1.608
C 2.00084 3.28667 -2.44136  -1.221
H 0.18254 -2.04496 1.84777  -0.447
H 1.03161 -2.48564 3.32457  0.539
H 1.23993 -3.46314 1.87520  0.521
H 5.51772 -0.42220 1.51951  0.522
H 5.59184 2.07740 0.70809  0.505
H 2.61879 3.78186 -3.18939  0.612
H 1.33057 4.03694 -2.02103  0.307
H 1.40638 2.51612 -2.92883  0.026
O 3.14659 -2.91076 -2.22969  -0.804
C 2.87591 -1.70508 -2.25864  0.134
O 2.28683 -1.03834 -1.36746  0.548
C 3.37522 -0.93111 -3.48679  -0.199
N 3.80112 -1.99107 -4.47971  0.051
C 5.17551 -1.65464 -4.97026  -0.628
C 5.80871 -1.00159 -3.75160  -0.790
C 4.66677 -0.14727 -3.17375  -0.141
H 2.58381 -0.30411 -3.88621  0.321
H 3.12739 -2.14383 -5.22621  0.349
H 3.78604 -2.82437 -3.84408  0.501
H 5.08153 -0.94422 -5.78971  0.312
H 5.67450 -2.55127 -5.32741  0.419
H 6.67231 -0.40339 -4.03246  0.435
H 6.13249 -1.75858 -3.03661  0.307
H 4.64626 0.83079 -3.65505  0.448
H 4.76807 0.00802 -2.09973  -0.179

- 2S+1: 2
- Total charge: +2
- HOMO energy (alpha / beta): -12.77 / -13.06 eV
- HOMO-LUMO gap (alpha / beta): 0.2305 / 0.2330 Ha
- Lowest unoccupied orbital energy (alpha / beta): -0.23875 / -0.24678 Eh